(1)
Computed, not measured: a structure of composition C3H4CuLiO3, with wB97M-V/def2-TZVPD.

## Properties
Strongest force on any atom (eV/A): 3.9
Charge: +2
Molar mass (g mol⁻¹): 158.5
Calculated total energy (a.u.): -1989.72016
Kohn-Sham gap (Ha): 0.3142

CARTESIAN COORDINATES (ANGSTROEM)
1 H -0.25970 0.27754 1.44597
2 C -0.98830 0.87409 -0.65294
3 C -1.00102 1.48473 0.59700
4 O 0.34439 -0.87777 1.38492
5 C 0.59177 -1.22125 0.22585
6 O 1.49546 -1.84588 -0.27931
7 O -0.09774 -0.06786 -0.97108
8 Li 2.88219 -2.92827 0.56586
9 H -1.89679 0.85229 -1.26898
10 H -0.18188 2.17831 0.80123
11 H -1.99584 1.78283 0.94087
12 Cu 1.10745 -0.50874 -2.78940

---

(2)
Computed, not measured: a structure of composition C25H56B3CaClF2N6O12S, with wB97M-V/def2-TZVPD.

## Properties
Strongest force on any atom (eV/A): 5.5
Charge: +2
Molar mass (g mol⁻¹): 810.8
Calculated total energy (a.u.): -4027.44368
Kohn-Sham gap (Ha): 0.0756

CARTESIAN COORDINATES (ANGSTROEM)
1 C 5.75123 -1.29735 3.01113
2 O 4.36793 -1.61824 2.99708
3 C 3.78447 -1.45117 1.71275
4 C 2.55726 -0.48636 1.84525
5 C 2.19155 -0.02862 0.41517
6 C 1.22948 1.20506 0.26083
7 C 1.40916 2.17610 1.45871
8 N 0.63181 1.86425 2.67702
9 C -0.21381 0.61169 0.03086
10 C -0.73313 -0.34700 1.14885
11 C -0.84321 -1.85095 0.66666
12 C -2.29774 -2.34281 0.48048
13 S -3.16243 -2.71111 2.02543
14 O -2.60207 -1.99248 3.12936
15 O -4.54958 -2.45194 1.79816
16 O -3.06624 -4.32790 2.25161
17 C -1.31312 1.65772 -0.42739
18 C -2.61541 0.89204 -0.80723
19 C -1.71944 2.61180 0.76129
20 C -3.02261 3.42784 0.52290
21 C -4.21804 2.86123 1.37076
22 O -2.77131 4.76042 1.00304
23 C -0.80518 2.49631 -1.64448
24 B -1.23764 1.90605 -3.10193
25 C -0.92677 0.42638 -3.67311
26 O -1.89568 2.78985 -3.93288
27 N 0.61054 2.95312 -1.48688
28 N 1.04565 3.80341 -2.54034
29 C 1.61534 1.93618 -1.09675
30 N 1.81928 0.92077 -2.12397
31 B 2.99781 2.80330 -0.92230
32 O 2.95989 4.06610 -0.31398
33 N 4.32291 2.30788 -1.33627
34 C 4.95610 3.34845 -2.18677
35 C 5.17311 1.94003 -0.18689
36 H 6.34227 -2.07847 2.50158
37 H 6.07334 -1.26838 4.06116
38 H 5.96311 -0.31522 2.54478
39 H 4.54367 -0.97520 1.06392
40 H 3.48109 -2.40562 1.24447
41 H 2.90812 0.29174 2.53771
42 H 1.79998 -1.09081 2.36381
43 H 3.14203 0.07201 -0.13510
44 H 1.68326 -0.88026 -0.07049
45 H 1.19506 3.23463 1.22656
46 H 2.47229 2.18537 1.77324
47 H 1.26733 1.59674 3.42030
48 H 0.08936 2.66838 2.96592
49 H -0.11692 -0.04775 -0.85167
50 H -1.74766 -0.09536 1.49637
51 H -0.11872 -0.37270 2.04960
52 H -0.25321 -2.05488 -0.23874
53 H -0.40363 -2.48299 1.46241
54 H -2.24597 -3.29317 -0.08375
55 H -2.94895 -1.67808 -0.09777
56 H -3.34118 -4.73436 1.41073
57 H -2.40674 -0.00433 -1.41532
58 H -3.13828 0.52822 0.09348
59 H -3.34747 1.53319 -1.32369
60 H -0.90728 3.36542 0.81344
61 H -1.72228 2.06587 1.71587
62 H -3.30078 3.50937 -0.53680
63 H -3.80173 2.33703 2.24713
64 H -4.82857 2.19878 0.74373
65 H -4.79226 3.72431 1.73304
66 H -2.95605 4.79411 1.94878
67 H -1.39490 3.43198 -1.54652
68 H -1.80112 0.00184 -4.19764
69 H -0.13290 0.50310 -4.45257
70 H -0.61652 -0.30790 -2.91433
71 H -2.84057 2.56722 -3.79516
72 H 0.56760 3.59432 -0.68165
73 H 0.31611 4.46300 -2.79803
74 H 1.38588 3.28017 -3.33810
75 H 1.62074 1.22588 -3.07025
76 H 2.75564 0.53681 -2.13070
77 H 3.47549 4.07282 0.50375
78 H 5.56363 2.92334 -2.99738
79 H 5.50033 4.06008 -1.54664
80 H 4.13767 3.91012 -2.67833
81 H 6.22104 2.14536 -0.45593
82 H 4.91374 2.45228 0.76109
83 H 5.13962 0.85753 0.03091
84 B -1.16684 -1.25132 -9.23720
85 O -1.81004 -1.93774 -8.09179
86 C -1.10097 -1.74631 -6.99502
87 O -1.34677 -2.16919 -5.90724
88 C 0.10464 -0.89906 -7.33532
89 O 0.99237 -0.52888 -6.57707
90 O 0.08856 -0.59618 -8.63432
91 F -1.97261 -0.28431 -9.75906
92 F -0.76950 -2.15092 -10.20821
93 C -2.17251 -7.37104 5.76591
94 C -2.27074 -6.25952 6.75149
95 O -2.21428 -6.34762 7.93229
96 N -2.39630 -4.84964 6.24304
97 C -3.69942 -4.20649 6.63000
98 H -1.95420 -8.29490 6.29353
99 H -3.11751 -7.47618 5.22743
100 H -1.36676 -7.16896 5.05604
101 H -2.22665 -4.79490 5.23595
102 H -1.67334 -4.34804 6.76665
103 H -4.51072 -4.76048 6.16489
104 H -3.67605 -3.18570 6.25532
105 H -3.79044 -4.20423 7.71193
106 Cl -2.99553 2.04405 -5.76992
107 Ca 2.22082 -0.11802 -8.66273

---

(3)
Computed, not measured: a structure of composition C26H24Br4EuN2O3S, with wB97M-V/def2-TZVPD.

## Properties
Strongest force on any atom (eV/A): 3.4
Multiplicity: 8
Molar mass (g mol⁻¹): 916.1
Calculated total energy (a.u.): -12745.02227
Kohn-Sham gap (alpha / beta) (Ha): 0.1215 / 0.2769

CARTESIAN COORDINATES (ANGSTROEM)
1 Eu -0.11862 0.22849 -0.01161
2 C 1.00131 4.02627 1.32819
3 C 0.22983 2.77775 1.66709
4 C 0.78666 1.81998 2.50910
5 C 0.03028 0.76386 3.00096
6 C 0.61273 -0.20665 3.98433
7 C -1.28146 0.62371 2.56142
8 C -1.84412 1.52366 1.66798
9 C -3.25339 1.32863 1.18207
10 C -1.07794 2.60765 1.23854
11 H 2.01449 3.79228 0.99206
12 H 1.08167 4.66040 2.21300
13 H 0.50799 4.61019 0.54983
14 H 1.80775 1.94799 2.85936
15 H -0.15265 -0.56952 4.67193
16 H 1.41226 0.25560 4.56666
17 H 1.02048 -1.06293 3.44398
18 H -1.88635 -0.19065 2.94146
19 H -3.32744 0.44657 0.54726
20 H -3.59280 2.18334 0.59990
21 H -3.92892 1.18934 2.02914
22 H -1.54246 3.35764 0.61055
23 O 1.56464 -1.13745 -1.51689
24 C 2.81173 -0.45076 -1.44674
25 C 2.60892 0.96483 -1.90690
26 C 3.43223 1.52197 -2.87581
27 C 3.19759 2.82737 -3.27371
28 C 2.13252 3.51668 -2.71982
29 C 1.34845 2.86744 -1.78053
30 N 1.59518 1.63002 -1.35804
31 H 1.63710 -1.93667 -0.96643
32 H 3.54928 -0.92606 -2.08950
33 H 3.17731 -0.46005 -0.42059
34 H 4.23415 0.93255 -3.30818
35 H 3.82573 3.29642 -4.02408
36 H 1.89523 4.53041 -3.01761
37 H 0.47683 3.34957 -1.36362
38 Br -2.17024 -6.53691 0.30660
39 C -1.22881 -4.93430 0.60611
40 C -0.07217 -4.91446 1.36104
41 Br 0.60792 -6.49402 2.12762
42 C 0.61352 -3.69948 1.53800
43 Br 2.26485 -3.61203 2.45148
44 C 0.15874 -2.48512 1.01105
45 O 0.82089 -1.36389 1.12191
46 C -1.07095 -2.50496 0.24403
47 O -1.51444 -1.37746 -0.28315
48 C -1.69688 -3.73234 0.04378
49 Br -3.21488 -3.68097 -1.07985
50 S -1.58617 1.34778 -2.22423
51 C -1.04205 0.16121 -3.31028
52 N -1.24678 -1.15218 -3.04220
53 C -0.86104 -2.17945 -3.82661
54 C -0.22815 -1.93760 -5.00108
55 C 0.00440 -0.58883 -5.34851
56 C -0.38691 0.43743 -4.53795
57 H -1.65938 -1.35049 -2.10965
58 H -1.09703 -3.16529 -3.44598
59 H 0.07686 -2.76067 -5.63080
60 H 0.50465 -0.36290 -6.28330
61 H -0.21489 1.47333 -4.79209

---

(4)
Computed, not measured: a structure of composition C2H2GdO2, with wB97M-V/def2-TZVPD.

## Properties
Strongest force on any atom (eV/A): 3.6
Multiplicity: 9
Molar mass (g mol⁻¹): 215.3
Calculated total energy (a.u.): -993.28652
Kohn-Sham gap (alpha / beta) (Ha): 0.2508 / 0.2158

CARTESIAN COORDINATES (ANGSTROEM)
1 H 0.33970 1.23362 -1.37652
2 C 0.75413 2.18048 -0.97927
3 C 1.52169 3.15631 -1.37386
4 H 2.06608 3.13814 -2.31775
5 O 0.93096 1.88490 0.72661
6 O 0.74617 3.02714 1.60365
7 Gd 2.69529 3.91031 1.24360

---

(5)
Computed, not measured: a structure of composition C18H18F9N3O4SSe2Ti, with wB97M-V/def2-TZVPD.

## Properties
Strongest force on any atom (eV/A): 0.6
Molar mass (g mol⁻¹): 749.2
Calculated total energy (a.u.): -8111.36336
Kohn-Sham gap (Ha): 0.2341

CARTESIAN COORDINATES (ANGSTROEM)
1 Ti 0.51733 0.23347 -0.54998
2 Se -1.40419 0.24547 -2.38751
3 Se -0.89036 1.92634 0.68672
4 C -2.63674 1.16623 0.81125
5 C -3.72407 2.04264 0.87081
6 C -4.99722 1.52197 0.98044
7 C -5.16024 0.14282 1.02517
8 C -4.02484 -0.64143 0.96261
9 N -2.78575 -0.15429 0.86590
10 C -0.17231 1.55510 -2.92722
11 C -0.22338 2.32922 -4.08674
12 C 0.75357 3.27800 -4.28848
13 C 1.76544 3.45139 -3.34264
14 C 1.76310 2.65189 -2.22586
15 N 0.81232 1.72626 -2.03301
16 H -3.55522 3.10908 0.81854
17 H -5.85509 2.18112 1.02210
18 H -6.13801 -0.31133 1.10382
19 H -4.10720 -1.72422 0.99110
20 H -1.02403 2.17133 -4.79491
21 H 0.73451 3.89203 -5.17991
22 H 2.53889 4.19370 -3.47251
23 H 2.51115 2.74141 -1.45233
24 C -0.83971 -2.51292 -0.00896
25 O -0.03425 -1.47523 0.57024
26 C 0.53066 -1.85913 1.84410
27 C -0.35183 -1.44687 2.99625
28 O -0.08026 -0.10384 3.30454
29 C -1.08926 0.48983 4.09307
30 H -1.67216 -2.73416 0.65654
31 H -0.21497 -3.39261 -0.16941
32 H -1.21985 -2.15091 -0.95705
33 H 1.50214 -1.37536 1.91961
34 H 0.66992 -2.94151 1.82286
35 H -0.14520 -2.09285 3.86186
36 H -1.40553 -1.57697 2.71678
37 H -1.18279 -0.01381 5.06253
38 H -2.05563 0.45915 3.57780
39 H -0.80827 1.52811 4.25080
40 F 1.37834 -1.90331 -4.36111
41 C 1.69786 -2.62385 -3.28536
42 F 0.56765 -3.11851 -2.77703
43 F 2.45633 -3.65267 -3.68221
44 C 2.42242 -1.73750 -2.22281
45 O 1.50965 -0.96045 -1.60648
46 C 3.11143 -2.65009 -1.16235
47 F 2.26374 -3.61150 -0.75730
48 F 4.21371 -3.24015 -1.62570
49 F 3.44399 -1.94081 -0.08308
50 C 3.49126 -0.84663 -2.92430
51 F 4.28985 -0.27816 -2.01214
52 F 4.25690 -1.54505 -3.76833
53 F 2.90496 0.13344 -3.61012
54 O 2.61518 3.27170 0.95770
55 S 2.63243 1.88576 1.38500
56 N 1.99205 0.87007 0.50803

---

(6)
Computed, not measured: the molecule C5H10O, with wB97M-V/def2-TZVPD.

## Properties
Strongest force on any atom (eV/A): 3.1
Molar mass (g mol⁻¹): 86.1
Calculated total energy (a.u.): -271.67399
Kohn-Sham gap (Ha): 0.3930

CARTESIAN COORDINATES (ANGSTROEM)
1 C -1.74041 0.37760 -1.30694
2 C -1.14180 0.43695 0.15118
3 C -0.14479 -0.64323 0.57490
4 C 1.25075 -0.44464 -0.15911
5 C 1.86096 -0.00054 1.16184
6 H -0.92552 0.77054 -2.05483
7 H -2.59063 1.08984 -1.23203
8 H -2.03439 -0.62909 -1.75758
9 H -1.96103 0.40543 0.86120
10 H -0.60837 1.36407 0.21565
11 H -0.51835 -1.73698 0.57675
12 H 1.75114 -1.36763 -0.51371
13 H 1.23414 0.25109 -1.11477
14 H 2.28142 1.01511 1.34561
15 H 2.66076 -0.66583 1.45456
16 O 0.62611 -0.22269 1.79726

---

What is the formula in the sixth record? C5H10O